# 1
Density functional theory data (wB97M-V/def2-TZVPD) for a cluster of 9 separate species, C42H75N3O18 in total in a non-equilibrium geometry.

```
138
Properties=species:S:1:pos:R:3:forces:R:3:lowdin_spin:R:1
C -4.531851 -4.662018 4.953690 -0.857 0.162 -0.901 0.000
C -3.571801 -3.692137 4.661508 -0.136 -1.598 0.698 0.000
C -3.909713 -2.390107 4.416444 -0.421 0.529 0.308 0.000
C -5.226847 -2.020395 4.684905 -1.603 0.362 -0.784 0.000
C -6.237785 -2.966795 5.000450 1.221 0.938 -0.011 0.000
C -5.883584 -4.295727 5.050347 0.499 0.170 0.195 0.000
N -5.682784 -0.589506 4.392184 3.875 1.401 -1.314 0.000
O -6.660957 -0.102312 4.868355 -1.089 -0.707 0.457 0.000
O -4.863206 0.103710 3.703437 -1.740 -1.966 1.289 0.000
H -4.262805 -5.704609 4.869868 0.117 -0.105 0.517 0.000
H -2.538238 -4.005415 4.664212 0.130 0.120 -0.467 0.000
H -3.100034 -1.787467 4.032197 -0.408 0.728 0.184 0.000
H -7.271715 -2.758113 5.232485 0.079 0.738 -0.322 0.000
H -6.743296 -4.937288 5.175637 0.454 -0.719 0.121 0.000
C 6.333285 -0.070939 -6.026208 0.696 -1.446 -0.337 0.090
C 6.670984 1.243044 -6.073575 -1.098 2.080 1.579 0.004
C 5.907339 2.191306 -5.323799 0.496 -1.156 -0.494 0.102
C 4.809271 1.699436 -4.575391 -1.735 1.106 1.380 0.048
C 4.422565 0.312675 -4.642600 0.534 1.382 0.296 0.065
C 5.239826 -0.561777 -5.303534 -0.412 0.197 -0.307 0.001
N 4.024647 2.595341 -3.680669 3.515 -0.225 -3.109 0.266
O 4.303228 3.814228 -3.614154 1.376 1.413 -0.771 0.213
O 3.091578 2.213275 -3.000299 -3.198 -3.047 1.971 0.182
H 7.039928 -0.716282 -6.526804 -0.208 -0.588 -0.098 0.007
H 7.581331 1.537143 -6.574741 -0.045 0.223 -0.183 -0.003
H 6.216880 3.225850 -5.306379 -0.311 0.045 0.209 0.011
H 3.543058 -0.011885 -4.106393 0.042 0.035 0.067 0.006
H 4.980710 -1.609778 -5.272647 0.184 -0.156 -0.127 -0.002
C 1.741173 -0.408057 -1.005411 -0.215 -0.096 0.049 0.000
C 1.293120 0.379108 0.037829 -0.316 -1.084 0.539 0.000
C 0.676551 -0.260279 1.157915 0.482 1.530 -0.025 0.000
C 0.601234 -1.614616 1.296524 -0.177 -1.201 -2.573 0.000
C 0.992079 -2.398726 0.133806 -1.386 0.012 2.410 0.000
C 1.509065 -1.781462 -0.956048 0.379 -0.413 -0.201 0.000
N -0.115662 -2.181781 2.484477 2.097 0.821 -0.561 0.000
O -0.349573 -1.351659 3.357087 -0.762 -1.126 0.019 0.000
O -0.239258 -3.391968 2.564596 -0.538 0.608 0.133 0.000
H 2.243054 -0.037382 -1.886946 -0.116 0.571 0.010 0.000
H 1.360020 1.455956 -0.010194 0.031 0.004 0.116 0.000
H 0.233265 0.352703 1.928728 0.127 0.180 0.076 0.000
H 0.769905 -3.452436 0.051783 0.068 -0.133 0.339 0.000
H 1.738896 -2.456905 -1.766824 0.187 0.297 -0.356 0.000
C -0.043634 -6.361340 -0.086378 -0.482 0.030 -1.353 0.000
O -0.323217 -5.511007 -1.220967 -1.070 -0.015 -0.437 0.000
C -0.496299 -6.100443 -2.547589 0.800 0.538 -0.015 0.000
C -0.788930 -4.992514 -3.583698 0.444 0.721 2.399 0.000
O 0.252993 -4.030268 -3.462908 0.505 -0.411 -2.013 0.000
C 0.190930 -3.025342 -4.490239 -0.154 0.435 1.169 0.000
H 1.035048 -6.448877 0.043530 0.070 -0.467 -0.176 0.000
H -0.578257 -7.294334 -0.264738 0.461 -0.430 0.252 0.000
H -0.428075 -5.959388 0.851036 -0.234 0.550 -0.325 0.000
H -1.286381 -6.815168 -2.777874 -0.641 -0.291 1.244 0.000
H 0.417825 -6.658315 -2.750713 0.300 0.204 -0.407 0.000
H -1.681999 -4.461002 -3.255040 -0.494 -0.078 0.274 0.000
H -1.089863 -5.373550 -4.559592 0.929 -0.231 -0.384 0.000
H -0.854236 -2.719185 -4.534955 -0.028 0.425 -0.321 0.000
H 0.574754 -3.226504 -5.490392 -0.077 -0.972 -0.005 0.000
H 0.814928 -2.199663 -4.148195 -0.232 0.109 0.201 0.000
C 6.861453 -3.737754 -4.543533 0.475 -1.187 -0.902 0.000
O 5.491785 -3.908656 -4.338126 -0.704 1.164 2.949 0.000
C 5.119696 -3.999113 -2.894004 -0.495 -0.406 -1.013 0.000
C 5.425276 -2.886024 -1.885665 0.704 0.390 -1.054 0.000
O 4.810598 -1.678458 -2.311968 -0.291 -0.309 1.015 0.001
C 4.813608 -0.613504 -1.354260 0.545 0.030 0.038 0.001
H 6.939470 -4.191483 -5.531531 0.789 0.253 -0.210 0.000
H 7.450378 -4.347816 -3.858637 0.086 -0.253 0.246 0.000
H 7.329899 -2.753554 -4.546953 -0.721 0.484 0.105 0.000
H 5.570886 -4.922136 -2.529934 0.245 -0.119 0.167 0.000
H 4.048668 -4.190314 -2.960683 -0.055 0.223 0.137 0.000
H 6.504686 -2.828708 -1.745339 0.796 0.786 -0.978 0.000
H 5.298703 -3.177816 -0.843103 -1.637 -0.314 0.167 0.000
H 4.218656 -0.754269 -0.451870 -0.084 -0.869 0.105 0.000
H 4.376611 0.295721 -1.767103 0.341 -0.110 -0.638 0.001
H 5.838702 -0.428417 -1.033299 0.184 0.225 -0.042 0.000
C 1.732790 -0.520019 6.480115 -0.457 0.542 0.328 0.000
O 0.794539 -0.389083 7.576250 -0.189 0.519 -0.697 0.000
C 0.702789 0.955374 8.041404 1.687 0.263 -0.181 0.000
C 0.157202 1.030108 9.432929 0.256 -1.814 0.030 0.000
O 0.366796 2.287736 9.980228 -0.737 0.801 1.455 0.000
C 0.018907 2.338511 11.388565 -0.808 -0.129 -0.663 0.000
H 1.403049 -1.253459 5.744284 0.067 -0.699 0.720 0.000
H 2.711849 -0.667013 6.936098 0.139 -0.420 -0.400 0.000
H 1.800798 0.344311 5.819498 -0.170 0.681 0.444 0.000
H 0.172416 1.612934 7.352632 -0.300 -0.102 -0.148 0.000
H 1.702374 1.373903 8.158749 0.423 0.102 -0.431 0.000
H 0.723874 0.372343 10.091965 0.016 -0.769 -0.285 0.000
H -0.839106 0.602842 9.319322 -0.807 0.618 0.840 0.000
H 0.557918 3.152287 11.873683 -0.173 -0.053 -0.250 0.000
H 0.098331 1.426805 11.980663 1.336 -0.571 -0.434 0.000
H -1.061620 2.399469 11.518319 -0.324 1.035 -0.368 0.000
C -2.083328 0.862828 -0.004115 -0.275 -0.671 -1.100 0.000
O -2.042146 2.075074 0.645293 2.674 0.460 0.593 0.000
C -3.044052 2.323465 1.581934 -0.176 -1.173 -1.622 0.000
C -2.623108 3.279324 2.600145 -0.602 1.053 0.481 0.000
O -1.605255 2.902543 3.486665 -0.101 -0.307 0.323 0.000
C -1.952353 1.792671 4.301730 0.175 -0.568 0.030 0.000
H -1.228446 0.637160 -0.641581 0.298 0.857 0.133 0.000
H -2.900964 0.937436 -0.721045 -0.551 -0.888 0.072 0.000
H -2.074916 0.005393 0.668803 -0.774 -0.141 0.291 0.000
H -3.386654 1.404049 2.056690 -0.367 -0.190 -0.265 0.000
H -3.769747 2.801353 0.923828 -1.239 -0.001 0.777 0.000
H -3.549283 3.449462 3.149106 -0.211 0.397 0.414 0.000
H -2.385319 4.198919 2.065459 0.599 0.182 0.484 0.000
H -1.161820 1.658595 5.040091 0.125 -0.023 -0.249 0.000
H -2.106696 0.870756 3.741067 0.598 -0.151 -0.359 0.000
H -2.888867 1.810614 4.859160 -0.370 1.075 0.047 0.000
C -3.913586 6.472630 -3.555202 0.612 -1.338 0.563 0.000
O -3.435907 5.633895 -2.526786 0.315 -1.125 0.809 0.000
C -2.155364 6.040983 -1.921416 -2.907 0.874 -1.387 0.000
C -1.701484 4.979087 -0.967284 -0.532 -0.646 -1.585 0.000
O -0.364179 5.185154 -0.790217 1.780 0.371 1.554 0.000
C 0.341552 4.081929 -0.193669 0.143 0.876 -0.412 0.000
H -3.369894 6.174285 -4.451581 0.449 0.964 -0.394 0.000
H -3.821438 7.497266 -3.195017 -0.197 0.350 -0.746 0.000
H -4.926557 6.144860 -3.788776 -0.282 0.448 0.448 0.000
H -2.501063 6.950921 -1.430892 0.929 0.427 0.424 0.000
H -1.494394 6.284256 -2.753301 0.568 -0.221 0.330 0.000
H -1.784496 4.018731 -1.476143 -0.669 -0.359 0.006 0.000
H -2.360098 4.979372 -0.098755 0.254 -0.049 0.475 0.000
H 0.013079 3.848553 0.819111 -0.434 -0.150 -0.100 0.000
H 1.381994 4.396798 -0.113438 -0.018 -0.041 -0.270 0.000
H 0.260179 3.242746 -0.884516 0.024 -0.284 0.303 0.000
C -4.953883 3.123300 -5.357494 -0.919 -0.180 0.960 0.000
O -4.551928 2.244666 -4.311657 -0.326 0.865 -1.624 0.000
C -3.259049 2.443287 -3.850273 0.896 -1.638 2.274 0.000
C -2.611251 1.042218 -3.878457 0.602 1.091 -0.232 0.000
O -1.461931 0.868915 -3.084672 -0.781 -1.270 2.129 0.000
C -0.329494 1.710570 -3.202529 -1.228 0.423 -2.671 0.002
H -6.023778 2.918560 -5.396472 0.011 -0.061 -0.844 0.000
H -4.412120 2.983496 -6.292932 -0.090 -0.288 -0.074 0.000
H -4.908758 4.179125 -5.090479 0.443 0.132 0.286 0.000
H -3.358230 2.775619 -2.816919 0.442 0.569 0.023 0.000
H -2.529637 3.008021 -4.430907 -0.759 0.948 -0.168 0.000
H -2.414370 1.066871 -4.950252 0.636 -1.249 -0.496 0.000
H -3.305723 0.239512 -3.630517 0.044 0.185 0.094 0.000
H -0.535876 2.756768 -2.976773 -0.004 0.058 0.464 0.000
H -0.304227 1.650105 -4.290557 1.641 0.741 -0.475 0.001
H 0.603413 1.374055 -2.750291 -0.494 -0.332 0.113 0.001
```
Positions in Å, forces in eV/Å.

Values from the calculation:
Charge: -1
⟨S²⟩: 0.77
Multiplicity: 2
Highest occupied orbital energy (spin up / spin down): -1.6 / -5.0 eV
LUMO energy (spin up / spin down): 0.8 / 0.8 eV

=====

# 2
Density functional theory data (wB97M-V/def2-TZVPD) for a structure of composition C6H16N2 in a non-equilibrium geometry.

```
24
Properties=species:S:1:pos:R:3:forces:R:3:nbo_charge:R:1
C -0.605376 0.022305 -0.690061 -1.742 0.430 1.219 0.245
C 1.555953 0.389571 2.203843 -0.039 -0.023 -0.081 -0.423
C 1.886576 -0.994872 0.292929 -0.106 0.138 -0.549 -0.420
C -0.779825 -1.170103 -1.591236 -0.032 -0.108 -0.066 -0.685
C -2.237816 0.602357 0.189785 -0.264 0.052 -1.673 -0.446
C -0.204404 1.335074 -1.314044 0.105 -0.023 0.028 -0.669
N 1.112288 -0.761574 1.451115 -0.849 0.165 -0.136 -0.479
N -0.609247 -0.107887 0.710085 2.562 -0.584 1.099 -0.521
H -0.909982 -1.034507 0.988611 -0.154 0.073 -0.080 0.382
H 2.503265 0.174805 2.721169 -0.070 0.016 -0.078 0.183
H 0.815144 0.632935 2.968840 0.026 0.003 -0.041 0.194
H 1.712827 1.294409 1.588845 -0.003 -0.027 0.008 0.147
H 1.893098 -2.054144 0.011566 0.079 0.015 0.057 0.183
H 1.437459 -0.465738 -0.599515 0.316 -0.082 0.169 0.152
H 2.923662 -0.634936 0.356930 -0.079 -0.035 0.025 0.185
H 0.038065 2.072620 -0.551031 -0.028 -0.023 0.035 0.235
H -1.824465 -1.264120 -1.919357 0.118 0.052 0.024 0.218
H -0.512923 -2.095150 -1.076427 0.002 0.070 0.017 0.233
H -0.162766 -1.090597 -2.487850 -0.031 0.018 0.031 0.228
H -2.782793 0.089330 0.977360 0.332 -0.137 0.008 0.223
H -2.114649 1.654112 0.412254 0.103 -0.068 -0.006 0.218
H -2.792385 0.463267 -0.743330 -0.233 0.150 -0.079 0.179
H -1.010979 1.730728 -1.944411 0.008 -0.060 0.041 0.211
H 0.669274 1.212115 -1.956068 -0.021 -0.011 0.027 0.229
```
Positions in Å, forces in eV/Å.

Values from the calculation:
Charge: 0
Highest occupied orbital energy: -6.6 eV
LUMO energy: 0.7 eV
Relative energy (zero: lowest compared OMol25 entry of this formula, charge and spin): 572.18 kJ/mol

=====

Number 1: DFT total energy -3163.229821 Ha. Number 2: DFT total energy -347.506890 Ha.